Record 1
Computed, not measured: 2 unconnected molecules or ions with the total composition C3H11NS at a distorted geometry, with ωB97M-V with the def2-TZVPD basis set.

```
16
Properties=species:S:1:pos:R:3:nbo_charge:R:1
C 2.02 2.09 -0.85 -0.42
N 1.57 0.72 -0.72 -0.63
C 0.94 0.34 0.54 -0.41
H 1.36 2.65 -1.52 0.19
H 3.06 2.15 -1.13 0.19
H 1.89 2.68 0.06 0.18
H 0.88 0.54 -1.43 0.35
H 0.25 1.14 0.89 0.16
H 0.33 -0.55 0.39 0.20
H 1.65 0.27 1.36 0.19
C -2.54 -1.96 -0.11 -0.72
S -2.27 -1.80 1.69 -0.08
H -1.70 -2.45 -0.57 0.23
H -2.84 -0.96 -0.41 0.23
H -3.44 -2.55 -0.22 0.22
H -1.15 -2.32 2.03 0.12
```

Calculated values
2S+1: 1
Frontier orbital gap, eV: 9.579
Energy, hartree: -573.78509
Charge: 0


Record 2
Computed, not measured: 2 unconnected molecules or ions with the total composition C3H11NS at a distorted geometry, with ωB97M-V with the def2-TZVPD basis set.

```
16
Properties=species:S:1:pos:R:3:nbo_charge:R:1
C 1.50 0.36 0.46 -0.62
C 0.14 0.25 -0.22 -0.06
C 0.17 0.78 -1.67 -0.61
N -0.22 -1.17 -0.33 -0.81
H 1.50 0.08 1.51 0.21
H 2.24 -0.23 -0.08 0.21
H 1.81 1.41 0.37 0.21
H -0.55 0.87 0.36 0.17
H 0.85 0.18 -2.27 0.21
H 0.47 1.83 -1.73 0.20
H -0.83 0.68 -2.09 0.20
H -1.23 -1.24 -0.41 0.33
H -0.15 -1.54 0.62 0.35
S -1.33 -0.68 2.46 -0.32
H -2.00 -1.48 1.21 0.17
H -2.38 -0.12 1.81 0.16
```

Calculated values
2S+1: 1
Frontier orbital gap, eV: 9.308
Energy, hartree: -573.76294
Charge: 0


Record 3
Computed, not measured: 2 unconnected molecules or ions with the total composition C3H11O at a distorted geometry, with ωB97M-V with the def2-TZVPD basis set.

```
15
Properties=species:S:1:pos:R:3:nbo_charge:R:1
O 2.29 -0.02 -0.17 -0.79
H 2.54 -0.11 -1.11 0.58
H 2.24 -0.91 0.24 0.57
H 1.50 0.50 0.14 0.58
C -1.01 -0.91 -0.84 -0.59
C -1.39 -0.10 0.39 -0.42
C -0.48 1.06 0.75 -0.60
H -1.26 -0.40 -1.77 0.23
H -1.49 -1.88 -0.78 0.24
H 0.06 -1.12 -0.90 0.14
H -1.47 -0.75 1.25 0.22
H -2.41 0.22 0.25 0.23
H -0.95 1.93 1.20 0.27
H 0.29 0.68 1.44 0.17
H 0.09 1.44 -0.13 0.17
```

Calculated values
2S+1: 1
Frontier orbital gap, eV: 10.798
Energy, hartree: -195.80909
Charge: +1


Record 4
Computed, not measured: 2 unconnected molecules or ions with the total composition C3H11O at a distorted geometry, with ωB97M-V with the def2-TZVPD basis set.

```
15
Properties=species:S:1:pos:R:3:nbo_charge:R:1
O 2.42 -0.89 0.19 -0.78
H 2.59 -0.32 0.96 0.58
H 3.01 -0.74 -0.59 0.58
H 1.46 -0.79 -0.05 0.59
C 0.05 0.70 -0.89 -0.64
C -0.50 0.28 0.47 -0.41
C -1.98 -0.19 0.35 -0.61
H 1.08 1.05 -0.85 0.18
H -0.61 1.45 -1.30 0.26
H 0.00 -0.19 -1.51 0.20
H -0.50 1.09 1.21 0.23
H 0.03 -0.55 0.95 0.15
H -2.07 -1.25 0.53 0.22
H -2.58 0.29 1.13 0.23
H -2.41 0.05 -0.61 0.22
```

Calculated values
2S+1: 1
Frontier orbital gap, eV: 10.776
Energy, hartree: -195.80762
Charge: +1


Record 5
Computed, not measured: 3 unconnected molecules or ions with the total composition C3H11O2S at a distorted geometry, with ωB97M-V with the def2-TZVPD basis set.

```
17
Properties=species:S:1:pos:R:3:nbo_charge:R:1
C 1.32 -1.14 -2.09 -0.64
C 0.16 -0.76 -1.10 -0.40
C 0.19 0.68 -0.44 -0.53
S 1.42 0.95 0.88 -0.67
H 0.75 -1.43 -2.99 0.19
H 1.80 -2.04 -1.72 0.20
H 1.89 -0.21 -2.13 0.23
H -0.74 -0.78 -1.73 0.17
H -0.02 -1.44 -0.26 0.20
H -0.74 0.95 0.08 0.19
H 0.09 1.38 -1.28 0.16
H -0.51 -0.78 1.81 0.49
H -1.83 -0.27 2.22 0.46
O -1.46 -1.00 1.71 -0.97
H 0.02 1.91 2.13 0.49
H -1.56 1.97 2.17 0.44
O -0.78 2.03 2.73 -1.02
```

Calculated values
2S+1: 1
Frontier orbital gap, eV: 6.970
Energy, hartree: -669.58965
Charge: -1


Record 6
Computed, not measured: 3 unconnected molecules or ions with the total composition C3H11O4 at a distorted geometry, with ωB97M-V with the def2-TZVPD basis set.

```
18
Properties=species:S:1:pos:R:3:nbo_charge:R:1
C 0.75 1.46 0.38 -0.07
O 0.48 1.60 -1.00 -0.80
C 1.91 0.49 0.57 -0.44
C 1.59 -0.92 0.06 -0.06
O 0.36 -1.43 0.53 -0.78
H 1.00 2.46 0.74 0.15
H -0.10 0.99 0.85 0.19
H 2.14 0.39 1.64 0.18
H 2.81 0.86 0.06 0.18
H 1.80 -1.01 -1.00 0.15
H 2.30 -1.61 0.55 0.15
H -0.35 -1.07 -0.07 0.53
H -0.22 0.91 -1.21 0.51
H -1.71 0.04 -1.90 0.43
O -1.48 -0.24 -1.01 -1.30
H -4.24 -0.49 0.62 0.45
H -3.06 -1.10 -0.03 0.52
O -3.98 -1.32 0.21 -0.99
```

Calculated values
2S+1: 1
Frontier orbital gap, eV: 8.710
Energy, hartree: -421.89167
Charge: -1


Record 7
Computed, not measured: 2 unconnected molecules or ions with the total composition C3H11OPSi at a distorted geometry, with ωB97M-V with the def2-TZVPD basis set.

```
17
Properties=species:S:1:pos:R:3:nbo_charge:R:1
C 2.20 -1.50 0.96 -1.16
Si 1.20 -0.13 0.55 1.44
C 0.94 0.30 -1.32 -1.09
C 0.46 1.14 1.85 -1.11
H 2.78 -2.03 0.26 0.22
H 2.60 -1.61 1.93 0.22
H 1.95 0.05 -1.70 0.25
H 0.26 -0.28 -1.85 0.22
H 0.89 1.39 -1.34 0.24
H -0.47 0.63 2.20 0.25
H 1.18 1.28 2.66 0.25
H 0.26 2.24 1.55 0.26
O -2.96 -0.37 -2.17 -0.97
P -2.82 0.18 -0.64 0.65
H -1.99 -0.27 -2.57 0.49
H -2.32 -0.91 -0.05 -0.10
H -4.16 -0.09 -0.33 -0.06
```

Calculated values
2S+1: 1
Frontier orbital gap, eV: 8.571
Energy, hartree: -826.88636
Charge: 0


Record 8
Computed, not measured: a molecular structure, C3H12CsN6O3 at a distorted geometry, with ωB97M-V with the def2-TZVPD basis set.

```
25
Properties=species:S:1:pos:R:3:lowdin_charge:R:1
Cs 1.61 -0.49 0.75 2.02
C 0.31 1.58 -0.62 -0.78
O 0.32 1.20 0.50 -0.36
N 1.05 2.57 -1.06 0.21
N -0.62 1.13 -1.50 0.15
H 0.87 2.94 -1.98 0.12
H 1.42 3.26 -0.42 0.14
H -1.27 0.44 -1.17 0.12
H -0.58 1.38 -2.48 0.12
C -0.51 -0.27 2.99 -0.77
O -0.12 -0.50 1.85 -0.50
N 0.05 0.50 3.80 0.20
N -1.51 -0.84 3.62 0.19
H 0.65 1.24 3.48 0.14
H -0.56 0.67 4.59 0.13
H -1.53 -0.50 4.57 0.11
H -2.33 -1.27 3.23 0.14
C 0.35 -1.39 -2.01 -0.72
O 0.48 -0.88 -0.92 -0.54
N -0.54 -1.16 -2.86 0.19
N 1.27 -2.19 -2.59 0.19
H -0.60 -1.82 -3.63 0.14
H -1.33 -0.54 -2.72 0.12
H 1.95 -2.48 -1.91 0.12
H 1.18 -2.57 -3.53 0.13
```

Calculated values
2S+1: 1
Frontier orbital gap, eV: 9.105
Energy, hartree: -695.52088
Charge: +1


Record 9
Computed, not measured: a molecular structure, C3H12CsO3 at a distorted geometry, with ωB97M-V with the def2-TZVPD basis set.

```
19
Properties=species:S:1:pos:R:3:nbo_charge:R:1
Cs 1.39 0.36 0.28 0.99
C 2.04 -2.70 -2.58 -0.26
O 1.46 -2.03 -1.51 -0.77
H 3.06 -2.94 -2.30 0.18
H 1.40 -3.53 -2.85 0.19
H 2.11 -2.11 -3.49 0.19
H 1.05 -2.73 -0.99 0.48
C -0.34 3.58 0.13 -0.25
O -0.90 3.10 1.32 -0.71
H -0.34 4.66 -0.02 0.19
H 0.70 3.27 0.07 0.12
H -0.90 3.22 -0.73 0.19
H -0.21 3.24 1.97 0.46
C -2.07 -0.78 1.78 -0.27
O -1.07 -1.53 1.19 -0.75
H -2.61 -0.06 1.16 0.20
H -2.82 -1.28 2.39 0.19
H -1.68 -0.05 2.49 0.16
H -0.25 -1.70 1.66 0.47
```

Calculated values
2S+1: 1
Frontier orbital gap, eV: 10.518
Energy, hartree: -367.09055
Charge: +1


Record 10
Computed, not measured: a molecular structure, C3H12FeN6O7P at a distorted geometry, with ωB97M-V with the def2-TZVPD basis set.

```
30
Properties=species:S:1:pos:R:3:nbo_charge:R:1
Fe -0.96 -0.16 0.63 1.48
P -3.22 -0.28 1.06 2.47
O -2.34 -1.46 1.51 -1.29
O -2.68 -0.04 -0.37 -1.29
O -2.34 0.80 1.74 -1.27
O -4.71 -0.41 1.27 -1.20
C 1.54 0.61 2.41 0.78
O 0.60 0.05 1.91 -0.64
N 1.44 1.71 3.20 -0.86
N 2.77 0.18 2.28 -0.84
H 0.53 1.91 3.58 0.44
H 2.31 2.21 3.34 0.38
H 3.58 0.46 2.83 0.38
H 2.98 -0.66 1.77 0.40
C -0.65 -2.54 -1.47 0.78
O -0.27 -1.66 -0.70 -0.73
N -1.85 -2.86 -1.64 -0.79
N 0.20 -3.10 -2.32 -0.84
H -2.14 -3.19 -2.55 0.37
H -2.59 -2.59 -1.01 0.47
H 1.16 -3.02 -2.03 0.40
H -0.23 -3.84 -2.86 0.38
C 0.53 2.02 -1.18 0.78
O -0.13 1.43 -0.32 -0.65
N 0.67 3.31 -1.32 -0.82
N 1.23 1.39 -2.15 -0.86
H 1.32 3.60 -2.04 0.38
H 0.17 3.92 -0.68 0.42
H 1.95 1.83 -2.71 0.37
H 1.13 0.39 -2.17 0.42
```

Calculated values
2S+1: 5
Frontier orbital gap (alpha / beta), eV: 4.168 / 4.147
Energy, hartree: -2582.00505
Charge: -1


Record 11
Computed, not measured: a molecular structure, C3H12LiO7S at a distorted geometry, with ωB97M-V with the def2-TZVPD basis set.

```
24
Properties=species:S:1:pos:R:3:nbo_charge:R:1
Li -0.22 0.28 -0.18 0.91
S -1.12 2.48 2.01 2.68
O -1.85 3.48 1.34 -1.14
O -1.93 1.91 3.10 -1.15
O -0.90 1.48 1.11 -1.21
O 0.06 3.10 2.56 -1.13
C 2.21 0.89 -1.63 -0.26
O 0.97 1.51 -1.34 -0.72
H 2.90 1.63 -1.76 0.17
H 2.22 0.17 -2.54 0.13
H 2.72 0.33 -0.98 0.19
H 1.11 2.32 -1.89 0.50
C 0.96 -1.95 1.74 -0.25
O 1.36 -0.81 1.16 -0.75
H 1.22 -1.95 2.92 0.18
H 1.73 -2.65 1.43 0.16
H -0.22 -2.15 1.41 0.18
H 1.60 -0.27 1.85 0.50
C -2.43 -1.66 -1.59 -0.26
O -1.16 -1.09 -1.56 -0.74
H -2.67 -2.47 -2.32 0.16
H -3.27 -1.02 -1.77 0.19
H -2.55 -2.26 -0.64 0.18
H -0.75 -1.29 -2.43 0.48
```

Calculated values
2S+1: 1
Frontier orbital gap, eV: 3.702
Energy, hartree: -1053.84565
Charge: -1


Record 12
Computed, not measured: 2 unconnected molecules or ions with the total composition C3H12N2 at a distorted geometry, with ωB97M-V with the def2-TZVPD basis set.

```
17
Properties=species:S:1:pos:R:3:nbo_charge:R:1
C -1.06 -2.04 0.61 -0.42
N -0.75 -0.55 0.76 -0.63
C -0.53 -0.24 2.21 -0.45
H -0.41 -2.57 1.29 0.19
H -2.08 -2.25 1.08 0.17
H -0.97 -2.40 -0.42 0.21
H -1.66 -0.09 0.45 0.35
H -1.36 0.24 2.90 0.19
H 0.38 0.21 2.25 0.20
H -0.30 -1.05 2.87 0.19
C 1.56 1.98 -2.16 -0.41
N 0.69 0.79 -2.03 -0.84
H 1.38 2.88 -1.71 0.18
H 1.74 2.15 -3.32 0.17
H 2.55 1.68 -1.76 0.19
H 1.06 0.21 -1.21 0.37
H -0.24 1.06 -1.82 0.35
```

Calculated values
2S+1: 1
Frontier orbital gap, eV: 9.866
Energy, hartree: -230.92060
Charge: 0


Record 13
Computed, not measured: 2 unconnected molecules or ions with the total composition C3H12N2 at a distorted geometry, with ωB97M-V with the def2-TZVPD basis set.

```
17
Properties=species:S:1:pos:R:3:nbo_charge:R:1
C -3.52 -0.98 -0.74 -0.63
C -2.15 -0.70 -0.15 -0.22
N -2.11 0.30 0.93 -0.84
H -3.85 -0.10 -1.29 0.20
H -3.48 -1.85 -1.40 0.21
H -4.33 -1.23 -0.05 0.21
H -1.69 -1.60 0.27 0.18
H -1.44 -0.38 -0.91 0.19
H -2.64 1.12 0.66 0.35
H -2.47 -0.06 1.80 0.35
C 3.69 0.04 -0.36 -0.40
N 3.96 1.31 0.32 -0.90
H 3.18 0.26 -1.29 0.18
H 3.07 -0.49 0.36 0.20
H 4.63 -0.48 -0.54 0.17
H 4.29 2.13 -0.16 0.37
H 3.73 1.47 1.27 0.37
```

Calculated values
2S+1: 1
Frontier orbital gap, eV: 9.534
Energy, hartree: -230.97110
Charge: 0